# 1
Entry from the Open Molecules 2025 dataset: a structure of composition C6H8OS at a distorted geometry (ωB97M-V/def2-TZVPD).

Spin multiplicity: 1
E_LUMO in eV: 0.36
ΔE to the lowest compared entry with this formula, charge and spin in kJ/mol: 349.2
Net charge: 0

Last column: Löwdin charge in e.
Atoms and positions in Å:
C  2.3186  0.3464  0.7614  -0.08
C  1.0112  0.1930  0.1005  -0.62
C  0.4839  1.4429  -0.6559  -0.14
C  -1.0625  1.4881  -0.4679  -0.07
C  -1.4134  0.1951  0.2940  -0.35
C  -0.0234  -0.4439  0.6518  -0.62
H  2.4540  -0.3405  1.9138  0.17
H  2.4340  1.6712  1.0238  0.17
H  3.1670  0.0123  0.0827  0.07
H  0.9835  2.3947  -0.2259  0.13
H  0.8351  1.4273  -1.5628  0.05
H  -1.5548  2.3298  0.0782  0.13
H  -1.4658  1.6586  -1.5078  0.13
H  -0.1025  -0.9520  1.5248  0.09
O  -2.4291  -0.3797  0.7294  0.05
S  0.2998  -1.5308  -0.7041  0.89

***

# 2
Entry from the Open Molecules 2025 dataset: a structure of composition C17H29BF2LiN2O8P at a distorted geometry (ωB97M-V/def2-TZVPD).

Spin multiplicity: 1
E_LUMO in eV: -1.38
Net charge: 0

Last column: Löwdin charge in e.
Atoms and positions in Å:
C  -4.0585  2.9401  3.5670  0.03
C  -3.3136  2.7225  2.4898  -0.14
C  -2.4072  2.7399  1.1326  -0.07
B  -1.7770  1.2200  0.9275  -0.99
N  -2.8829  0.3538  1.5844  0.10
O  -0.4107  1.0810  1.5212  -0.05
C  0.7053  0.8677  0.5839  -0.28
C  1.1922  2.4094  0.3553  -0.08
C  2.0937  2.9835  1.5543  -0.16
C  1.2350  3.3219  2.8856  -0.15
C  1.4767  2.3163  4.1120  -0.27
O  2.8320  1.8461  4.2853  -0.08
N  1.8030  0.1631  1.2959  0.13
C  1.3857  -0.9591  2.1460  -0.27
O  0.8735  -0.9044  3.2959  0.09
F  1.6554  -2.2967  1.6415  0.05
C  3.0074  -0.0891  0.5125  -0.28
O  3.2847  0.2990  -0.6449  0.14
F  4.0542  -0.8452  1.1920  0.04
C  -0.1327  0.1942  -0.6225  -0.39
C  0.1771  0.5855  -2.1639  -0.13
C  1.1814  -0.4075  -2.9496  -0.23
C  0.4977  -1.3412  -4.0780  -0.20
C  0.8586  -2.9091  -3.7409  -0.18
C  -0.3742  -3.9230  -4.1052  -0.22
O  -0.4499  -4.8956  -3.0233  -0.24
C  -1.7947  -5.0309  -2.4881  -0.13
P  -0.4939  -1.6611  -0.6864  1.02
O  -1.7522  -1.9084  -1.8759  -0.28
O  -1.1753  -2.2805  0.7614  -0.30
O  -1.4982  0.7614  -0.4656  -0.06
H  -4.3892  3.3636  4.5923  0.04
H  -3.0823  2.9872  0.2379  0.12
H  -1.5798  3.5311  1.3272  0.09
H  -3.0371  -0.4491  0.9477  0.07
H  -2.5167  -0.0329  2.4872  0.04
H  0.3401  3.1529  0.1754  0.14
H  1.8561  2.4528  -0.6040  0.12
H  3.0559  2.3611  1.7683  0.12
H  2.5053  4.0119  1.1863  0.13
H  1.5253  4.3837  3.2363  0.12
H  0.1179  3.3469  2.6028  0.10
H  1.2209  2.9150  5.0807  0.14
H  0.6775  1.4865  4.0337  0.04
H  2.9872  1.0142  3.7584  0.10
H  0.6002  1.6671  -2.2651  0.12
H  -0.8144  0.6016  -2.7717  0.12
H  1.8231  -1.0864  -2.2793  0.08
H  1.9402  0.2774  -3.5135  0.12
H  -0.6362  -1.1882  -4.1922  0.09
H  0.9550  -1.1193  -5.1268  0.11
H  1.0852  -3.0843  -2.6278  0.07
H  1.8191  -3.2362  -4.3151  0.11
H  -1.3173  -3.2863  -4.2484  0.11
H  -0.0397  -4.4999  -5.0474  0.12
H  -1.7965  -4.6102  -1.4081  0.08
H  -2.6268  -4.6002  -3.1499  0.09
H  -2.0166  -6.1709  -2.3684  0.09
H  -2.0999  -1.0389  -2.1914  0.06
H  -1.2198  -1.6184  1.4919  0.03
Li  -1.1295  1.1147  4.1835  0.77

***

# 3
Entry from the Open Molecules 2025 dataset: the molecule C4H4N2O at a distorted geometry (ωB97M-V/def2-TZVPD).

Spin multiplicity: 1
E_LUMO in eV: -0.07
ΔE to the lowest compared entry with this formula, charge and spin in kJ/mol: 210.4
Net charge: 0

Last column: Löwdin charge in e.
Atoms and positions in Å:
H  2.5217  1.2369  -0.0479  0.07
N  2.3163  0.2406  0.0650  0.16
C  1.0708  0.0598  0.0047  -0.40
C  0.4345  -1.2838  0.0613  -0.07
N  -0.8331  -1.4912  0.0526  0.09
C  -1.6087  -0.3043  0.0895  -0.13
C  -1.0532  0.9049  0.1022  -0.13
O  0.2381  1.1427  -0.1490  0.06
H  1.1486  -2.1077  0.0442  0.12
H  -2.5411  -0.1638  -0.4150  0.10
H  -1.6938  1.7659  0.1924  0.12

***

# 4
Entry from the Open Molecules 2025 dataset: a cluster of 2 separate species, C5H11N in total at a distorted geometry (ωB97M-V/def2-TZVPD).

Spin multiplicity: 1
E_LUMO in eV: 0.94
ΔE to the lowest compared entry with this formula, charge and spin in kJ/mol: 427.1
Net charge: 0

Last column: Löwdin charge in e.
Atoms and positions in Å:
C  1.9727  -2.4520  -3.2367  -0.03
C  1.0923  -1.6108  -3.7721  -0.22
C  1.1200  -0.0165  -3.7714  -0.12
H  1.7298  -3.3733  -2.8002  0.03
H  2.9761  -2.0533  -3.2893  0.05
H  0.0965  -1.9492  -4.0756  0.08
H  1.1499  0.4627  -2.7871  0.05
H  0.1402  0.3747  -4.1777  0.06
H  1.9366  0.5164  -4.4251  0.09
C  -1.3785  2.3359  4.2432  -0.05
C  -0.8471  1.2452  3.5389  -0.30
N  -1.7582  0.4086  2.8564  -0.04
H  -2.3917  2.2732  4.7779  0.05
H  -0.9482  3.2877  4.7044  0.05
H  -0.0281  0.7927  3.8801  0.05
H  -2.7579  0.3900  3.3861  0.14
H  -1.3527  -0.5929  2.8005  0.10